{
  "formula": "CH4ClOP",
  "method": "the ωB97M-V functional and the def2-TZVPD basis",
  "lumo_energy_ev": 0.6,
  "homo_energy_ev": -9.5,
  "smiles": "OCPCl",
  "de_lowest_ev": 1.984,
  "total_energy_ev": -24959.9076,
  "symbols": ["C", "H", "H", "H", "O", "P", "Cl", "H"],
  "coordinates": [[0.06060, -0.66440, 0.02744], [-0.11006, 0.87867, 1.72009], [1.03207, -0.59949, 0.56776], [-0.33096, -0.62736, -2.04948], [0.10652, -1.12313, -1.25977], [-0.71154, 0.96184, 0.46248], [0.61428, 2.43677, -0.17180], [-0.66091, -1.26292, 0.70328]],
  "nbo_charge": [-0.336, -0.043, 0.196, 0.498, -0.729, 0.564, -0.329, 0.178]
}